[1]
7
Properties=species:S:1:pos:R:3 method="wB97M-V/def2-TZVPD" total_energy_ev=-9367.3992 total_charge=0 multiplicity=1 orbital_gap_ev=10.22 smiles="O=[N+]([O-])CF" relative_energy_kcal_mol=64.6
O 1.706 0.713 0.001
N 0.844 -0.121 0.021
O 1.153 -1.481 0.001
C -0.571 0.088 -0.025
F -0.817 1.459 -0.006
H -1.119 -0.191 -0.864
H -1.196 -0.467 0.872

=====

[2]
7
Properties=species:S:1:pos:R:3 method="wB97M-V/def2-TZVPD" total_energy_ev=-9363.2929 total_charge=0 multiplicity=1 orbital_gap_ev="9.43 / 9.42" relative_energy_kcal_mol=159.3
C 1.170 0.062 0.285
N 0.439 -0.885 -0.110
O -0.644 -0.989 -0.624
O -1.614 0.466 -0.733
F -2.349 0.511 0.405
H 0.903 1.056 0.214
H 2.094 -0.221 0.562

=====

[3]
5
Properties=species:S:1:pos:R:3 method="wB97M-V/def2-TZVPD" total_energy_ev=-13073.1346 total_charge=0 multiplicity=1 orbital_gap_ev=10.35 smiles="[H]/P=C/F" relative_energy_kcal_mol=40.4
H -1.002 -1.234 -0.424
P -1.287 -0.043 0.250
C 0.287 0.201 -0.013
F 0.839 1.533 0.621
H 1.163 -0.457 -0.434

=====

[4]
6
Properties=species:S:1:pos:R:3 method="wB97M-V/def2-TZVPD" total_energy_ev=-20948.4692 total_charge=0 multiplicity=1 orbital_gap_ev="7.63 / 6.11" relative_energy_kcal_mol=57.1
C -0.873 -0.031 -0.070
F -1.202 1.053 -0.926
Si 1.018 -0.072 0.125
P -2.282 -0.714 0.642
H 1.494 -1.333 -0.314
H 1.846 1.097 0.543

=====

[5]
10
Properties=species:S:1:pos:R:3 method="wB97M-V/def2-TZVPD" total_energy_ev=-272972.2417 total_charge=+1 multiplicity=1 orbital_gap_ev="6.06 / 6.19"
Ga -0.207 -1.272 -1.606
I 2.791 -0.516 -0.705
C 2.169 -0.748 1.332
I 0.082 -1.169 1.606
H 2.398 0.175 1.849
H 2.717 -1.585 1.746
Se -3.297 -0.670 -1.019
Se -4.143 1.358 -0.851
Te -2.192 2.928 -1.008
Se -0.319 1.501 -1.344

=====

[6]
7
Properties=species:S:1:pos:R:3 method="wB97M-V/def2-TZVPD" s2=0.768 total_energy_ev=-9542.2054 total_charge=0 multiplicity=2 orbital_gap_ev="7.27 / 7.80"
O -0.463 -1.360 0.293
C 0.159 -1.051 -0.724
O 0.486 1.386 1.039
Hg -0.644 2.857 0.151
Li -0.491 0.095 1.638
H -0.230 -1.305 -1.730
H 1.182 -0.624 -0.667

=====

[7]
5
Properties=species:S:1:pos:R:3 method="wB97M-V/def2-TZVPD" total_energy_ev=-17266.1334 total_charge=0 multiplicity=1 orbital_gap_ev="6.93 / 6.93" relative_energy_kcal_mol=96.2
C -0.421 0.894 -0.282
I 1.381 1.567 -0.909
I -2.089 0.467 -1.467
H 0.769 -1.748 1.482
H 0.359 -1.180 1.176

=====

[8]
5
Properties=species:S:1:pos:R:3 method="wB97M-V/def2-TZVPD" s2=2.020 total_energy_ev=-10654.4671 total_charge=0 multiplicity=3 orbital_gap_ev="7.84 / 6.83" relative_energy_kcal_mol=60.9
C 0.093 -0.192 -0.113
N -0.072 0.843 0.371
I 1.494 -1.653 0.992
H -0.204 -0.797 -1.053
H -1.312 1.798 -0.196

=====

[9]
8
Properties=species:S:1:pos:R:3 method="wB97M-V/def2-TZVPD" total_energy_ev=-32271.1335 total_charge=0 multiplicity=1 orbital_gap_ev=7.36 smiles="[H]/P=N/N=C=S.I" relative_energy_kcal_mol=61.1
H -0.917 1.787 0.682
P -1.377 0.511 1.163
N -0.397 -0.397 0.321
N -0.591 -1.680 0.278
C -0.193 -2.800 0.056
S -0.021 -4.325 0.054
I 2.978 0.213 -0.149
H 1.270 0.221 0.219

=====

[10]
6
Properties=species:S:1:pos:R:3 method="wB97M-V/def2-TZVPD" total_energy_ev=-12706.2730 total_charge=0 multiplicity=1 orbital_gap_ev=8.38 smiles="O=CNI" relative_energy_kcal_mol=41.8
O 1.434 -1.260 -1.261
C 0.674 -0.634 -0.602
N 0.491 -0.483 0.730
I 1.148 -1.539 2.615
H -0.067 0.133 -0.950
H -0.454 -0.221 0.883

=====

[11]
6
Properties=species:S:1:pos:R:3 method="wB97M-V/def2-TZVPD" total_energy_ev=-20505.7591 total_charge=0 multiplicity=1 orbital_gap_ev=8.65 relative_energy_kcal_mol=0.0
C -0.418 0.192 -0.766
O 0.684 2.090 0.905
P 0.129 1.948 -0.465
I -2.434 0.277 0.088
H 0.106 -0.658 -0.353
H -0.439 0.036 -1.929

=====

[12]
5
Properties=species:S:1:pos:R:3 method="wB97M-V/def2-TZVPD" total_energy_ev=-18455.7528 total_charge=0 multiplicity=1 orbital_gap_ev="9.06 / 4.96" relative_energy_kcal_mol=50.4
C 1.069 0.257 -0.168
P -0.543 0.562 -0.358
I -3.750 -0.891 0.778
H 1.649 -0.070 -1.026
H 1.575 0.142 0.775

=====

[13]
6
Properties=species:S:1:pos:R:3 method="wB97M-V/def2-TZVPD" total_energy_ev=-21484.3588 total_charge=+1 multiplicity=1 orbital_gap_ev=12.16 relative_energy_kcal_mol=0.0
O -0.774 -0.595 0.198
O 1.240 0.319 -0.148
C -0.114 0.363 -0.091
H 1.576 1.221 -0.406
H -0.536 1.358 -0.335
K -1.392 -2.666 0.782

=====

[14]
7
Properties=species:S:1:pos:R:3 method="wB97M-V/def2-TZVPD" total_energy_ev=-8137.9860 total_charge=0 multiplicity=1 orbital_gap_ev="8.27 / 8.28" relative_energy_kcal_mol=170.3
C -0.691 0.012 -0.059
N 0.243 -1.032 -0.044
N 0.344 0.965 -0.233
O -1.876 0.056 0.018
O 1.283 -0.061 -0.241
H 0.267 -1.852 -0.636
H 0.430 1.911 1.195

=====

[15]
8
Properties=species:S:1:pos:R:3 method="wB97M-V/def2-TZVPD" total_energy_ev=-18976.8765 total_charge=0 multiplicity=1 orbital_gap_ev=11.00 smiles="N=S(=O)=O.C#N" relative_energy_kcal_mol=102.7
N -0.241 1.392 -1.888
S 0.733 1.531 -0.701
O 0.382 1.498 0.700
O 2.064 1.830 -0.958
H -1.212 1.622 -1.701
C -0.613 -2.653 1.534
N -0.626 -1.985 0.609
H -0.487 -3.235 2.405

=====

[16]
8
Properties=species:S:1:pos:R:3 method="wB97M-V/def2-TZVPD" total_energy_ev=-18975.8522 total_charge=0 multiplicity=1 orbital_gap_ev="7.60 / 7.60" smiles="NC(=S)[N+](=O)[O-]" relative_energy_kcal_mol=126.3
N 0.196 0.225 -0.055
C 0.254 1.551 -0.150
S 1.386 2.273 -1.299
N -0.780 2.230 0.642
O -1.637 1.517 1.101
O -0.721 3.428 0.661
H -0.317 -0.356 0.557
H 0.431 -0.444 -0.767

=====

[17]
8
Properties=species:S:1:pos:R:3 method="wB97M-V/def2-TZVPD" total_energy_ev=-18975.4795 total_charge=0 multiplicity=1 orbital_gap_ev=9.76 relative_energy_kcal_mol=134.9
C -0.504 1.701 -0.741
N -1.343 2.012 -1.450
N -0.445 -1.274 0.504
O 1.640 0.239 -0.808
O -0.115 -0.027 1.088
S 0.849 1.065 0.214
H -0.451 -2.080 1.254
H 0.370 -1.635 -0.060

=====

[18]
8
Properties=species:S:1:pos:R:3 method="wB97M-V/def2-TZVPD" total_energy_ev=-18976.1920 total_charge=0 multiplicity=1 orbital_gap_ev="9.67 / 6.32" relative_energy_kcal_mol=118.4
C 0.500 0.525 -0.410
N 1.293 -0.108 0.725
N 1.436 -1.178 1.114
O -2.398 0.080 0.481
O -0.357 -0.357 -1.003
S -1.693 -1.047 -0.140
H -0.052 1.278 0.220
H 1.272 0.808 -0.987

=====

[19]
9
Properties=species:S:1:pos:R:3 method="wB97M-V/def2-TZVPD" total_energy_ev=-29809.0008 total_charge=0 multiplicity=1 orbital_gap_ev="6.57 / 8.72" relative_energy_kcal_mol=118.8
C -0.981 0.348 0.242
N -1.137 -0.899 0.583
N 2.481 0.215 -0.112
O 2.892 -0.780 0.404
O 1.520 0.754 -0.539
S -0.968 1.550 1.440
S -1.121 0.613 -1.561
H -1.123 -1.131 1.579
H -1.563 -0.669 -2.037

=====

[20]
8
Properties=species:S:1:pos:R:3 method="wB97M-V/def2-TZVPD" total_energy_ev=-16015.4212 total_charge=0 multiplicity=1 orbital_gap_ev="8.61 / 8.35" relative_energy_kcal_mol=90.9
C -0.013 -1.649 0.123
N -0.444 -2.729 0.337
N -0.736 1.028 -0.030
O -1.523 0.790 -0.936
O -1.007 1.639 0.994
Si 0.666 0.033 -0.393
H 1.013 0.377 -1.744
H 2.043 0.511 1.650